DFT (ωB97M-V with the def2-TZVPD basis set) results for the ion CH2NO2S2 with charge -1.

```
! wB97M-V def2-TZVPD RIJCOSX def2/J DEFGRID3
* xyz -1 1
N 1.2168 -0.3074 0.1205
C -0.0474 -0.6404 -0.1992
S -0.5022 -2.2716 -0.0242
S -1.3946 0.7320 0.0853
O -0.4223 1.8273 0.4289
O -2.2085 1.0475 -1.1384
H 1.9075 -1.0199 0.4895
H 1.4507 0.6326 0.2375
*
```

Results
- SMILES = NC([S-])=S(=O)=O
- frontier orbital gap (eV) = 7.36
- energy relative to the best compared isomer or geometry (same formula, charge and spin) (eV) = 0.179
- E_HOMO (eV) = -3.74